(1)
A cluster of 2 separate species, C7H15N2S2 in total in a non-equilibrium geometry, computed with ωB97M-V/def2-TZVPD.

Calculated values
- Frontier orbital gap: 6.55 eV
- Electronic energy: -1181.258721 Ha
- Total charge: +1
- Lowest unoccupied orbital energy: -4.18 eV

Atoms and positions in Å:
C1 0.700 -0.738 1.027
C2 0.782 0.623 -1.396
C3 1.102 -0.890 -1.293
C4 -0.185 0.465 0.746
C5 -0.951 1.005 1.799
C6 1.212 -2.916 -0.005
C7 0.067 2.560 -0.673
N1 1.048 -1.465 -0.149
N2 0.316 1.229 -0.191
S1 -3.221 0.161 -0.869
S2 -1.944 -1.144 -0.114
H1 1.557 -0.244 1.440
H2 0.211 -1.518 1.614
H3 1.615 1.122 -1.794
H4 -0.022 0.484 -2.090
H5 1.234 -1.513 -2.172
H6 -1.776 1.398 1.266
H7 -0.459 1.812 2.236
H8 -1.400 0.270 2.488
H9 0.474 -3.286 0.621
H10 1.354 -3.452 -0.944
H11 2.224 -2.974 0.430
H12 -0.551 3.115 0.132
H13 0.987 3.201 -0.587
H14 -0.396 2.605 -1.698
H15 -3.979 0.089 0.177

=====

(2)
A structure of composition C7H15N3 in a non-equilibrium geometry, computed with ωB97M-V/def2-TZVPD.

Calculated values
- Frontier orbital gap: 6.99 eV
- Electronic energy: -439.830269 Ha
- Lowest unoccupied orbital energy: 0.87 eV

Atoms and positions in Å:
C1 -0.810 -0.286 -1.563
C2 0.632 -2.310 0.709
C3 0.974 -0.229 1.946
N1 0.253 -0.896 0.847
C4 0.372 0.055 -0.723
C5 -0.773 1.091 -0.894
N2 -0.527 2.290 -1.655
N3 -2.218 0.378 0.912
C6 -1.725 1.318 0.203
C7 1.722 0.269 -0.992
H1 0.335 2.726 -1.342
H2 -0.429 2.091 -2.643
H3 -2.804 0.717 1.671
H4 -0.761 -0.819 1.047
H5 -0.651 -0.331 -2.632
H6 -1.592 -0.935 -1.182
H7 -1.949 2.377 0.369
H8 0.077 -2.743 -0.120
H9 1.699 -2.364 0.499
H10 0.410 -2.869 1.623
H11 0.508 0.737 2.124
H12 1.999 -0.074 1.605
H13 0.927 -0.825 2.862
H14 2.023 1.229 -1.388
H15 2.308 -0.599 -1.280

=====

(3)
A structure of composition C7H15N3O3S in a non-equilibrium geometry, computed with ωB97M-V/def2-TZVPD.

Calculated values
- Frontier orbital gap: 10.85 eV
- Electronic energy: -1063.814048 Ha
- Lowest unoccupied orbital energy: 0.71 eV

Atoms and positions in Å:
C1 -0.277 -1.540 -0.749
C2 -1.868 -1.360 1.647
C3 -3.000 -0.252 -0.343
C4 1.395 1.223 -1.764
C5 2.066 2.336 0.597
C6 -1.772 -0.289 0.627
C7 1.035 1.559 -0.299
N1 1.062 -1.726 -0.900
N2 -0.521 -0.354 -0.160
N3 0.619 0.356 0.446
O1 -1.096 -2.426 -0.961
O2 3.037 -0.321 0.179
O3 1.649 -1.627 1.613
S1 1.755 -0.892 0.431
H1 -0.862 -1.634 2.025
H2 -2.512 -1.141 2.575
H3 -2.065 -2.346 1.161
H4 -2.983 -1.003 -1.254
H5 -3.107 0.740 -0.675
H6 -3.783 -0.520 0.339
H7 0.602 0.598 -2.237
H8 1.600 2.058 -2.411
H9 2.281 0.435 -1.748
H10 1.553 3.113 1.130
H11 2.928 2.744 -0.091
H12 2.446 1.753 1.388
H13 -1.784 0.733 1.112
H14 0.248 2.316 -0.240
H15 1.354 -2.530 -1.437

=====

(4)
The ion C7H15N4O with charge +1 in a non-equilibrium geometry, computed with ωB97M-V/def2-TZVPD.

Calculated values
- Frontier orbital gap (alpha / beta): 5.98 / 5.98 eV
- Electronic energy: -569.512921 Ha
- Total charge: +1
- Lowest unoccupied orbital energy (alpha / beta): -6.59 / -6.59 eV

Atoms and positions in Å:
C1 -0.617 -0.910 -2.553
C2 -1.451 -0.179 -1.470
N1 -0.815 0.998 -1.054
N2 -1.235 1.857 -0.199
C3 -0.319 2.490 0.558
N3 1.026 1.886 0.742
C4 0.931 0.611 1.485
C5 0.792 -0.639 0.657
C6 1.824 -1.792 1.061
C7 -0.667 -1.155 0.652
N4 -1.639 -1.022 -0.229
O1 -2.716 -1.615 -0.308
H1 -1.276 -1.707 -2.907
H2 0.331 -1.308 -2.097
H3 -0.383 -0.117 -3.284
H4 -2.511 -0.106 -1.839
H5 0.178 0.974 -1.200
H6 -0.762 2.680 1.596
H7 -0.066 3.488 0.183
H8 1.696 2.479 1.300
H9 -0.105 0.630 2.067
H10 1.664 0.522 2.346
H11 1.005 -0.350 -0.371
H12 1.999 -1.643 2.125
H13 2.734 -1.617 0.405
H14 1.319 -2.688 0.751
H15 -0.937 -1.768 1.584

=====

(5)
A cluster of 2 separate species, C7H15NO in total in a non-equilibrium geometry, computed with ωB97M-V/def2-TZVPD.

Calculated values
- Frontier orbital gap: 9.82 eV
- Electronic energy: -405.663671 Ha
- Lowest unoccupied orbital energy: 0.82 eV

Atoms and positions in Å:
C1 0.934 -1.147 -1.153
C2 0.534 -0.587 -0.015
C3 1.233 -0.876 1.288
C4 -1.029 -0.212 0.144
C5 -1.817 -1.503 0.322
C6 -1.590 0.627 -0.988
H1 0.439 -0.957 -2.090
H2 1.836 -1.738 -1.206
H3 0.976 -0.134 2.042
H4 0.940 -1.856 1.670
H5 2.313 -0.888 1.153
H6 -1.043 0.372 1.070
H7 -2.861 -1.271 0.535
H8 -1.427 -2.101 1.143
H9 -1.777 -2.100 -0.587
H10 -0.792 1.232 -1.441
H11 -2.031 0.003 -1.763
H12 -2.348 1.312 -0.607
N1 0.942 2.193 0.681
C7 1.466 1.600 -0.442
O1 1.024 1.822 -1.564
H13 1.458 2.204 1.542
H14 0.119 2.761 0.547
H15 2.500 1.245 -0.283

=====

(6)
A cluster of 2 separate species, C7H15NO in total in a non-equilibrium geometry, computed with ωB97M-V/def2-TZVPD.

Calculated values
- Frontier orbital gap: 10.81 eV
- Electronic energy: -405.639044 Ha
- Lowest unoccupied orbital energy: 0.78 eV

Atoms and positions in Å:
C1 0.383 3.065 -1.160
C2 1.513 2.056 -1.526
C3 0.734 0.711 -1.463
C4 -0.815 1.058 -1.387
C5 -0.769 2.222 -0.516
H1 0.680 3.915 -0.402
H2 0.000 3.422 -2.257
H3 2.423 2.221 -0.841
H4 1.806 2.451 -2.518
H5 0.979 0.214 -0.528
H6 0.747 0.016 -2.360
H7 -1.313 0.079 -0.982
H8 -1.309 1.468 -2.335
H9 -0.405 1.800 0.497
H10 -1.674 2.704 -0.606
C6 -1.444 -2.953 1.360
C7 -0.254 -2.098 1.696
N1 0.707 -2.361 0.642
O1 0.028 -1.454 2.669
H11 -1.774 -3.423 2.269
H12 -1.356 -3.685 0.476
H13 -2.231 -2.232 1.003
H14 1.785 -2.214 0.693
H15 0.370 -2.946 0.023

=====

(7)
An isolated molecule of C7H15NO in a non-equilibrium geometry, computed with ωB97M-V/def2-TZVPD.

Calculated values
- Frontier orbital gap: 9.81 eV
- Electronic energy: -405.654001 Ha
- Lowest unoccupied orbital energy: 0.92 eV

Atoms and positions in Å:
C1 2.129 -2.407 -1.434
C2 1.996 -1.307 -0.696
N1 0.608 -0.515 -0.586
C3 0.452 0.304 0.528
C4 0.460 -0.454 1.849
O1 1.348 1.372 0.546
C5 -1.182 0.946 0.219
C6 -1.216 1.973 -0.905
C7 -2.255 -0.117 0.046
H1 1.284 -2.835 -1.963
H2 3.085 -2.917 -1.523
H3 2.844 -0.903 -0.146
H4 0.430 -0.081 -1.486
H5 -0.141 -1.363 1.787
H6 1.481 -0.743 2.119
H7 0.078 0.175 2.659
H8 1.286 1.812 1.407
H9 -1.353 1.480 1.160
H10 -2.193 2.472 -0.946
H11 -1.040 1.511 -1.881
H12 -0.470 2.760 -0.755
H13 -2.250 -0.838 0.867
H14 -3.254 0.338 0.027
H15 -2.129 -0.664 -0.894

=====

(8)
An isolated molecule of C7H15NO, computed with ωB97M-V/def2-TZVPD.

Calculated values
- Frontier orbital gap: 9.90 eV
- Electronic energy: -405.694324 Ha
- Lowest unoccupied orbital energy: 0.89 eV

Atoms and positions in Å:
C1 2.786 -1.230 0.477
C2 1.643 -0.341 0.074
C3 1.783 0.252 -1.311
N1 0.723 -0.209 0.922
C4 -0.531 0.486 0.818
C5 -0.610 1.732 -0.069
C6 -1.580 -0.591 0.424
C7 -2.997 -0.040 0.345
O1 -1.273 -1.167 -0.829
H1 3.727 -0.687 0.410
H2 2.643 -1.585 1.492
H3 2.842 -2.084 -0.196
H4 2.597 -0.232 -1.844
H5 2.002 1.314 -1.246
H6 0.869 0.129 -1.885
H7 -0.758 0.785 1.851
H8 0.285 2.336 0.057
H9 -0.726 1.469 -1.116
H10 -1.465 2.332 0.231
H11 -1.538 -1.372 1.202
H12 -3.689 -0.863 0.191
H13 -3.085 0.639 -0.497
H14 -3.254 0.478 1.264
H15 -0.391 -1.553 -0.764

=====

(9)
An isolated molecule of C7H15NO in a non-equilibrium geometry, computed with ωB97M-V/def2-TZVPD.

Calculated values
- Frontier orbital gap: 10.54 eV
- Electronic energy: -405.698452 Ha
- Lowest unoccupied orbital energy: 0.86 eV

Atoms and positions in Å:
H1 -3.546 0.310 -1.736
N1 -2.552 0.560 -1.756
C1 -1.875 -0.145 -0.904
C2 -2.561 -1.171 -0.046
C3 -0.374 0.073 -0.828
C4 0.321 -0.191 0.520
C5 -0.166 0.773 1.606
C6 1.866 -0.134 0.399
C7 2.415 0.953 -0.520
O1 2.316 -1.398 -0.094
H2 -2.872 -0.701 0.891
H3 -1.897 -2.010 0.165
H4 -3.451 -1.553 -0.553
H5 0.064 -0.572 -1.599
H6 -0.191 1.111 -1.137
H7 0.064 -1.205 0.851
H8 0.415 0.648 2.527
H9 -1.210 0.575 1.867
H10 -0.086 1.817 1.291
H11 2.305 -0.013 1.397
H12 3.508 0.990 -0.447
H13 2.197 0.734 -1.571
H14 2.021 1.941 -0.268
H15 3.289 -1.393 -0.055

=====

(10)
A cluster of 3 separate species, C7H15NO in total in a non-equilibrium geometry, computed with ωB97M-V/def2-TZVPD.

Calculated values
- Frontier orbital gap (alpha / beta): 6.77 / 6.76 eV
- Electronic energy: -405.490774 Ha
- Lowest unoccupied orbital energy (alpha / beta): 0.59 / 0.59 eV

Atoms and positions in Å:
C1 0.490 -0.247 -0.195
C2 -0.885 -0.273 -0.128
C3 -0.279 -0.751 -2.296
C4 1.230 1.037 -0.411
C5 1.301 -1.422 0.257
C6 -0.693 0.263 2.143
N1 -0.563 0.357 -3.103
C7 -1.100 1.412 2.694
O1 -0.512 -0.869 2.911
H1 -0.770 -0.706 3.839
H2 0.217 0.970 -3.296
H3 -1.477 0.769 -2.975
H4 -1.461 0.608 -0.378
H5 -1.400 -1.204 0.064
H6 0.699 -1.182 -2.483
H7 -1.052 -1.512 -2.316
H8 2.243 -1.492 -0.293
H9 1.991 0.912 -1.189
H10 0.566 1.857 -0.683
H11 1.747 1.313 0.509
H12 0.747 -2.356 0.162
H13 1.517 -1.292 1.322
H14 -1.214 2.302 2.086
H15 -1.342 1.505 3.759